P) This record from the OMol25 dataset describes an isolated ion of composition CH3N2O2 and charge -1. The level of theory is the ωB97M-V functional and the def2-TZVPD basis.

Positions of all 8 atoms, in Å:
C 0.13 -0.04 0.44
N 1.47 0.17 0.82
N 2.52 0.08 -0.15
O 2.40 -0.38 -1.31
O 3.63 0.46 0.27
H -0.28 -0.88 1.04
H -0.43 0.85 0.86
H -0.03 -0.02 -0.68

Computed properties:
E_HOMO, Eh: -0.1135
Structure (SMILES): CN=[N+]([O-])[O-]
Lowest unoccupied orbital energy, Ha: 0.1723
Total charge: -1
Multiplicity: 1

***

Q) This record from the OMol25 dataset describes a 2-piece molecular cluster, CH3N2O2 overall. The level of theory is the ωB97M-V functional and the def2-TZVPD basis.

Positions of all 8 atoms, in Å:
C -1.28 -0.18 -0.05
N -2.39 -0.51 -0.16
N 2.13 0.47 0.15
O 1.20 -0.22 -0.65
O -3.60 -0.78 -0.37
H 1.96 -0.06 0.93
H 0.20 -0.19 -0.26
H 1.78 1.48 0.40

Computed properties:
E_HOMO, Eh: -0.1548
Lowest unoccupied orbital energy, Ha: 0.1676
Total charge: -1
Multiplicity: 1

***

Least stable: Q)

***

P) This record from the OMol25 dataset describes one molecule with the formula C6H15NO. The level of theory is the ωB97M-V functional and the def2-TZVPD basis.

Positions of all 23 atoms, in Å:
C -0.79 1.24 2.19
N 0.06 1.50 0.97
C 0.81 2.78 1.14
C 0.84 0.29 0.67
C -0.05 -1.03 0.43
C -0.87 -0.93 -0.93
C 0.18 -1.32 -2.02
O -0.15 -2.57 -2.57
H -0.38 1.20 3.14
H -1.50 1.94 2.41
H -1.38 0.39 1.84
H 0.27 3.55 1.63
H 1.25 3.01 0.19
H 1.55 2.66 1.91
H 1.67 0.04 1.37
H 1.42 0.35 -0.33
H -0.83 -1.21 1.21
H 0.69 -1.78 0.53
H -1.76 -1.67 -0.85
H -1.23 0.00 -1.09
H 1.16 -1.54 -1.58
H 0.29 -0.48 -2.75
H -1.14 -2.62 -2.74

Computed properties:
E_HOMO, Eh: -0.3157
Structure (SMILES): CN(C)CCCCO
Lowest unoccupied orbital energy, Ha: 0.0380
Multiplicity: 1

***

Q) This record from the OMol25 dataset describes a 2-piece molecular cluster, C6H15NO overall. The level of theory is the ωB97M-V functional and the def2-TZVPD basis.

Positions of all 23 atoms, in Å:
C 0.43 -0.37 -2.15
C 0.45 -0.42 -0.81
C -0.01 -1.71 -0.21
C 0.98 0.59 0.12
C 0.55 2.13 -0.39
C 1.25 3.17 0.46
N -0.90 2.23 -0.33
H 0.51 0.60 -2.67
H 0.32 -1.17 -2.85
H 0.75 -2.25 0.35
H -0.33 -2.50 -0.93
H -0.87 -1.75 0.47
H 2.07 0.58 0.15
H 0.65 0.49 1.15
H 0.67 1.97 -1.44
H 0.67 3.32 1.39
H 2.24 2.74 0.70
H 1.51 4.13 -0.02
H -1.36 1.55 -0.93
H -1.32 2.07 0.58
O -2.54 -4.81 2.53
H -3.48 -4.94 2.64
H -2.26 -5.66 2.19

Computed properties:
E_HOMO, Eh: -0.3159
Structure (SMILES): C=C(C)C[C@H](C)N.O
Lowest unoccupied orbital energy, Ha: 0.0310
Multiplicity: 1

***

R) This record from the OMol25 dataset describes C6H15NO as an isolated structure. The level of theory is the ωB97M-V functional and the def2-TZVPD basis.

Positions of all 23 atoms, in Å:
C 0.73 -1.36 -0.43
C -0.36 -1.78 0.43
C 0.56 -1.31 -1.92
O 2.01 -1.82 -0.11
H 2.07 -1.98 0.84
H 0.77 -0.03 -0.08
H -0.51 -0.81 1.21
H 0.56 -2.33 -2.33
H -0.18 -2.69 0.99
H -1.33 -1.82 -0.06
H -0.39 -0.85 -2.18
H 1.37 -0.76 -2.39
C -1.82 1.12 1.17
C 0.41 2.23 -0.28
C 0.53 1.10 0.73
N -0.48 0.69 1.52
H 1.49 1.10 1.25
H -2.53 0.59 1.80
H -1.95 2.20 1.34
H -2.10 0.93 0.12
H 0.19 3.17 0.23
H -0.39 2.05 -1.00
H 1.35 2.35 -0.83

Computed properties:
E_HOMO, Eh: -0.3039
Lowest unoccupied orbital energy, Ha: 0.0336
Multiplicity: 1

***

Least stable: R)

***

P) This record from the OMol25 dataset describes one molecule with the formula C6H15NO. The level of theory is the ωB97M-V functional and the def2-TZVPD basis.

Positions of all 23 atoms, in Å:
C -0.76 -0.30 2.48
C -0.56 -0.27 0.97
C -1.66 -1.15 0.29
C -0.31 1.15 0.45
C 1.02 1.39 -0.27
N 1.00 1.08 -1.69
C 0.92 -0.31 -2.03
O 2.15 -1.00 -1.76
H 0.15 -0.42 3.07
H -1.29 0.58 2.83
H -1.39 -1.13 2.81
H 0.30 -0.85 0.66
H -2.22 -0.66 -0.51
H -1.24 -2.07 -0.12
H -2.51 -1.38 0.93
H -0.59 1.86 1.23
H -1.04 1.46 -0.30
H 1.78 0.81 0.29
H 1.28 2.42 -0.16
H 1.86 1.43 -2.11
H 0.55 -0.38 -3.06
H 0.15 -0.79 -1.44
H 2.42 -1.45 -2.57

Computed properties:
E_HOMO, Eh: -0.3332
Structure (SMILES): CC(C)CCNCO
Lowest unoccupied orbital energy, Ha: 0.0318
Multiplicity: 1

***

Q) This record from the OMol25 dataset describes a 2-piece molecular cluster, C6H15NO overall. The level of theory is the ωB97M-V functional and the def2-TZVPD basis.

Positions of all 23 atoms, in Å:
C -2.41 -0.22 0.47
C -1.16 -0.55 -0.33
N -0.26 0.60 -0.33
C 0.36 1.04 -1.57
C 1.83 0.65 -1.43
C 2.12 1.07 0.01
C 0.78 0.61 0.71
H -2.21 -0.13 1.54
H -3.13 -1.04 0.36
H -2.82 0.76 0.21
H -0.68 -1.39 0.17
H -1.44 -0.84 -1.34
H 0.32 2.13 -1.64
H -0.12 0.62 -2.46
H 2.42 1.10 -2.22
H 1.88 -0.43 -1.54
H 2.12 2.14 0.17
H 2.92 0.43 0.36
H 0.45 1.32 1.48
H 1.02 -0.33 1.23
O -0.33 -2.70 2.07
H -0.46 -1.82 1.71
H -1.20 -3.01 2.35

Computed properties:
E_HOMO, Eh: -0.3001
Structure (SMILES): CCN1CCCC1.O
Lowest unoccupied orbital energy, Ha: 0.0349
Multiplicity: 1

***

R) This record from the OMol25 dataset describes a 2-piece molecular cluster, C6H15NO overall. The level of theory is the ωB97M-V functional and the def2-TZVPD basis.

Positions of all 23 atoms, in Å:
C -0.31 -2.15 1.96
C -0.91 -0.94 1.22
C -2.34 -0.94 1.04
N -2.74 -0.68 -0.29
O -3.31 -1.17 1.78
H 0.84 -2.00 1.84
H -0.41 -3.05 1.49
H -0.64 -2.04 3.00
H -0.46 0.00 1.54
H -0.51 -0.94 0.15
H -3.74 -0.72 -0.45
H -2.26 -0.37 -1.03
C 0.72 1.17 -2.12
C 1.21 1.20 -0.60
C 2.61 1.66 -0.41
H -0.19 0.53 -2.37
H 1.31 0.70 -2.87
H 0.61 2.17 -2.61
H 0.34 1.74 -0.04
H 1.13 0.13 -0.05
H 3.11 2.13 -1.33
H 2.71 2.62 0.14
H 3.22 0.94 0.03

Computed properties:
E_HOMO, Eh: -0.3602
Structure (SMILES): CCC(N)=O.CCC
Lowest unoccupied orbital energy, Ha: 0.0280
Multiplicity: 1

***

Least stable: R)

***

P) This record from the OMol25 dataset describes one molecule with the formula C6H15NO. The level of theory is the ωB97M-V functional and the def2-TZVPD basis.

Positions of all 23 atoms, in Å:
C 2.08 0.51 -1.06
C 1.62 0.47 0.40
N 0.36 -0.20 0.68
C 0.45 -1.64 0.57
C -0.87 0.39 0.13
C -1.28 -0.15 -1.25
C -2.00 0.15 1.14
O -0.70 1.78 -0.04
H 3.08 0.93 -1.11
H 1.42 1.15 -1.65
H 2.10 -0.48 -1.50
H 2.37 -0.05 1.00
H 1.55 1.50 0.77
H 1.26 -1.98 1.22
H 0.64 -2.00 -0.45
H -0.48 -2.09 0.92
H -2.13 0.44 -1.60
H -0.47 -0.04 -1.97
H -1.57 -1.19 -1.19
H -2.30 -0.89 1.16
H -1.67 0.44 2.13
H -2.87 0.75 0.86
H -0.59 2.18 0.83

Computed properties:
E_HOMO, Eh: -0.3008
Structure (SMILES): CCN(C)C(C)(C)O
Lowest unoccupied orbital energy, Ha: 0.0353
Multiplicity: 1

***

Q) This record from the OMol25 dataset describes a 2-piece molecular cluster, C6H15NO overall. The level of theory is the ωB97M-V functional and the def2-TZVPD basis.

Positions of all 23 atoms, in Å:
C 0.19 3.54 -1.00
C -0.46 2.63 -1.69
C -0.04 1.25 -2.01
C -1.07 0.22 -1.38
C -0.37 -0.91 -0.63
C -1.29 -1.49 0.45
N 0.06 -1.98 -1.50
H -0.26 4.50 -0.77
H 1.14 3.36 -0.50
H -1.45 2.85 -2.05
H 0.97 0.89 -1.84
H -0.14 1.10 -3.10
H -1.66 0.82 -0.68
H -1.77 -0.16 -2.08
H 0.48 -0.54 -0.09
H -1.67 -0.79 1.18
H -0.70 -2.14 1.12
H -2.07 -2.09 -0.01
H -0.57 -2.75 -1.61
H 0.44 -1.63 -2.37
O 2.43 -2.02 6.20
H 1.73 -2.45 5.67
H 3.27 -2.31 5.85

Computed properties:
E_HOMO, Eh: -0.3300
Structure (SMILES): C=CCC[C@@H](C)N.O
Lowest unoccupied orbital energy, Ha: 0.0298
Multiplicity: 1

***

R) This record from the OMol25 dataset describes C6H15NO as an isolated structure. The level of theory is the ωB97M-V functional and the def2-TZVPD basis.

Positions of all 23 atoms, in Å:
C -0.91 1.02 -0.62
C -1.52 0.52 -1.91
C -1.42 0.65 0.65
O -0.39 2.32 -0.67
H 0.12 2.42 -1.47
H 0.36 0.04 -0.57
H -0.78 0.51 -2.72
H -0.46 -0.14 1.22
H -2.35 1.17 -2.22
H -1.90 -0.49 -1.79
H -1.49 1.44 1.39
H -2.27 -0.03 0.65
C 2.25 0.57 0.10
C 0.12 -2.33 1.12
C 0.72 -0.95 1.15
N 1.23 -0.48 -0.03
H 1.26 -0.69 2.06
H 3.16 0.14 0.52
H 2.48 0.96 -0.89
H 1.92 1.41 0.73
H -0.58 -2.42 0.28
H -0.43 -2.54 2.04
H 0.89 -3.10 0.99

Computed properties:
E_HOMO, Eh: -0.2692
Lowest unoccupied orbital energy, Ha: 0.0294
Multiplicity: 1

***

Least stable: R)

***

P) This record from the OMol25 dataset describes C6H15NO as an isolated structure. The level of theory is the ωB97M-V functional and the def2-TZVPD basis.

Positions of all 23 atoms, in Å:
C 0.69 -1.85 -0.88
C 0.69 -0.63 0.08
C -0.57 0.15 -0.16
C -0.78 1.45 0.68
C -0.22 2.70 -0.03
C -1.79 -0.68 -0.08
N -0.52 -2.66 -0.94
H 1.42 -2.60 -0.56
H 0.93 -1.55 -1.90
H 0.72 -1.04 1.09
H 1.62 -0.08 -0.07
H -1.85 1.54 0.93
H -0.23 3.51 0.70
H -0.91 2.95 -0.83
H 0.80 2.39 -0.26
H -2.59 -0.43 -0.76
H -2.03 -1.03 0.92
H -1.29 -1.84 -0.76
H -0.57 -3.30 -0.13
H -0.30 1.30 1.64
H -0.57 0.48 -1.21
H 2.99 1.57 1.59
O 2.19 1.33 1.12

Computed properties:
E_HOMO, Eh: -0.2420
Lowest unoccupied orbital energy, Ha: -0.1142
Multiplicity: 1

***

Q) This record from the OMol25 dataset describes a 2-piece molecular cluster, C6H15NO overall. The level of theory is the ωB97M-V functional and the def2-TZVPD basis.

Positions of all 23 atoms, in Å:
C 0.99 1.65 1.47
C -0.43 1.30 0.65
N 0.00 1.03 -0.77
C -1.28 0.53 -1.49
C -1.23 -0.95 -1.23
C 0.23 -1.35 -1.53
C 0.96 -0.13 -0.92
H 0.71 2.30 2.25
H 2.03 1.80 0.98
H 1.12 0.56 1.87
H -0.84 0.41 1.22
H -1.03 2.28 0.68
H -1.21 0.72 -2.62
H -2.22 1.05 -1.22
H -1.96 -1.52 -1.92
H -1.77 -1.28 -0.31
H 0.35 -1.48 -2.60
H 0.52 -2.26 -0.99
H 1.63 0.42 -1.71
H 1.69 -0.25 0.00
O 0.31 -1.49 2.86
H 1.16 -1.22 3.09
H 0.27 -2.10 2.24

Computed properties:
E_HOMO, Eh: -0.3106
Structure (SMILES): CCN1CCCC1.O
Lowest unoccupied orbital energy, Ha: 0.0285
Multiplicity: 1

***

Least stable: P)